Formula: C23H28N2O3
Source: the Open Molecules 2025 dataset
Level of theory: ωB97M-V/def2-TZVPD

```
! wB97M-V def2-TZVPD RIJCOSX def2/J DEFGRID3
* xyz 0 1
O -1.1508 2.6144 1.0179
O 0.2715 -0.9813 -1.1313
O -4.2194 2.3424 -0.9228
N -0.0266 1.8666 0.9304
N 2.0559 0.0426 -0.1880
C 2.5831 1.1783 0.5424
C -4.4500 0.4068 0.5645
C -3.3214 2.9548 -0.0409
C 3.7812 -0.6984 -1.7988
C 5.0567 0.0318 -1.3925
C 3.6841 -1.7040 0.5384
C 4.1031 1.3512 0.5935
C -1.4553 1.2311 -0.6756
C -5.8967 -1.3905 -0.1320
C 5.8351 -0.8351 -0.4067
C 2.8931 -1.0705 -0.6085
C 0.7450 -0.0447 -0.5012
C 4.7767 1.4044 -0.7809
C -6.5215 -2.7321 0.1020
C -0.1830 1.0346 -0.0704
C -4.7335 1.1092 -0.5973
C -4.6847 -1.5764 2.0615
C -2.0106 2.2405 0.0527
C -6.1764 -0.6755 -1.2892
C 4.7992 0.3510 1.5170
C -5.6073 0.5578 -1.5287
C -5.0213 -0.8369 0.8029
C 5.0063 -1.0104 0.8627
H 4.0571 -1.6195 -2.3169
H 5.7312 1.9260 -0.6707
H 4.2191 0.2404 2.4358
H -5.5853 -1.7816 2.6394
H -7.1101 -2.7293 1.0192
H -5.8227 1.1107 -2.4288
H 5.6618 0.1838 -2.2944
H -3.1578 3.9584 -0.4513
H -5.7551 -3.5000 0.2031
H -4.2174 -2.5321 1.8265
H 6.0458 -1.8081 -0.8555
H 5.5555 -1.6470 1.5668
H 6.7894 -0.3631 -0.1630
H 2.1691 -1.8156 -0.9618
H 3.0530 -1.7381 1.4290
H 3.1988 -0.0906 -2.4944
H -3.9997 -1.0014 2.6792
H -6.8523 -1.0945 -2.0207
H 4.1589 1.9913 -1.4644
H 4.2286 2.3420 1.0497
H -3.7728 0.8072 1.3036
H -7.1728 -3.0012 -0.7254
H -3.7494 3.0668 0.9666
H 5.7774 0.7539 1.7919
H 2.2121 1.1398 1.5734
H 2.1656 2.0854 0.0936
H 3.9023 -2.7352 0.2504
H -1.8625 0.6903 -1.5019
*
```

Computed properties:
electronic energy	-33427.8909	eV
energy above the lowest of the compared OMol25 structures with the same formula, charge and spin	170.6	kJ/mol
HOMO level	-8.323	eV
structure (SMILES)	Cc1ccc(OCc2cc(C(=O)N3C[C@@H]4C[C@H]5C[C@@H](C4)C[C@@H]3C5)no2)cc1C

Formula: C23H28N4O6S2
Source: the Open Molecules 2025 dataset
Level of theory: ωB97M-V/def2-TZVPD

```
! wB97M-V def2-TZVPD RIJCOSX def2/J DEFGRID3
* xyz 0 1
S -3.4751 -2.1701 -0.1271
S -5.6912 0.1101 -0.0216
O -4.4402 -2.3808 -1.1597
O 1.4790 4.0808 -1.0830
O -2.5953 -3.2331 0.2393
O 2.6915 -1.6755 -1.2928
O 4.2682 -1.2948 0.9561
O 4.2480 1.2628 2.2048
N -4.2719 -1.7631 1.3177
N -0.2453 2.6633 -1.2685
N -7.1877 0.0073 2.0486
N -6.2299 -0.8850 2.2786
C -5.3715 -0.9677 1.3204
C 1.8674 -1.9535 -2.4079
C 6.5394 1.0022 1.3906
C 3.5410 0.9584 1.0844
C 1.0608 2.9559 -0.9280
C -7.3301 2.9997 0.2364
C 1.8920 1.8219 -0.4547
C 5.5142 0.6799 2.4715
C 4.8685 -2.2773 0.1211
C -1.0122 1.5494 -0.9650
C -2.7971 0.0522 -1.5874
C 0.4150 -2.2289 -2.0298
C -2.0344 1.1748 -1.8427
C 3.5147 -0.2859 0.4273
C -2.5490 -0.6885 -0.4476
C 1.8826 0.6054 -1.1318
C -1.5717 -0.3113 0.4555
C 2.7301 1.9963 0.6290
C -0.8080 0.8113 0.2063
C 2.6744 -0.4455 -0.6982
C -8.0383 1.6631 0.4538
C -7.0973 0.6231 0.9332
C 6.0619 -2.8523 0.8714
H 4.1476 -3.0708 -0.1002
H -8.0395 3.7450 -0.1134
H 0.3621 -3.0312 -1.2990
H -0.1412 -2.5260 -2.9143
H 6.8081 -2.0832 1.0529
H -3.5767 -0.2688 -2.2593
H 6.5099 -3.6496 0.2853
H -8.4862 1.3321 -0.4863
H -0.0539 1.1202 0.9112
H 6.2579 0.5426 0.4461
H -1.4161 -0.9056 1.3410
H -4.1965 -2.4124 2.0855
H 5.4244 -0.4003 2.6118
H 1.9364 -1.1493 -3.1507
H 5.7370 -3.2551 1.8269
H -0.0550 -1.3497 -1.5990
H -6.5407 2.8923 -0.5042
H 5.8098 1.1404 3.4184
H -2.2140 1.7613 -2.7313
H 5.1927 -1.8255 -0.8228
H 2.7648 2.9395 1.1493
H 1.2530 0.4922 -1.9984
H -6.8887 3.3488 1.1665
H -8.8269 1.7659 1.2001
H 7.5160 0.6288 1.6872
H -0.7000 3.3913 -1.8072
H 6.6021 2.0781 1.2442
H 2.3113 -2.8554 -2.8399
*
```

Computed properties:
electronic energy	-64219.9542	eV
energy above the lowest of the compared OMol25 structures with the same formula, charge and spin	377.5	kJ/mol
HOMO level	-8.514	eV
structure (SMILES)	CCOc1cc(C(=O)Nc2ccc(S(=O)(=O)Nc3nnc(CC)s3)cc2)cc(OCC)c1OCC

Repeat the first record exactly.
Formula: C23H28N2O3
Source: the Open Molecules 2025 dataset
Level of theory: ωB97M-V/def2-TZVPD

```
! wB97M-V def2-TZVPD RIJCOSX def2/J DEFGRID3
* xyz 0 1
O -1.1508 2.6144 1.0179
O 0.2715 -0.9813 -1.1313
O -4.2194 2.3424 -0.9228
N -0.0266 1.8666 0.9304
N 2.0559 0.0426 -0.1880
C 2.5831 1.1783 0.5424
C -4.4500 0.4068 0.5645
C -3.3214 2.9548 -0.0409
C 3.7812 -0.6984 -1.7988
C 5.0567 0.0318 -1.3925
C 3.6841 -1.7040 0.5384
C 4.1031 1.3512 0.5935
C -1.4553 1.2311 -0.6756
C -5.8967 -1.3905 -0.1320
C 5.8351 -0.8351 -0.4067
C 2.8931 -1.0705 -0.6085
C 0.7450 -0.0447 -0.5012
C 4.7767 1.4044 -0.7809
C -6.5215 -2.7321 0.1020
C -0.1830 1.0346 -0.0704
C -4.7335 1.1092 -0.5973
C -4.6847 -1.5764 2.0615
C -2.0106 2.2405 0.0527
C -6.1764 -0.6755 -1.2892
C 4.7992 0.3510 1.5170
C -5.6073 0.5578 -1.5287
C -5.0213 -0.8369 0.8029
C 5.0063 -1.0104 0.8627
H 4.0571 -1.6195 -2.3169
H 5.7312 1.9260 -0.6707
H 4.2191 0.2404 2.4358
H -5.5853 -1.7816 2.6394
H -7.1101 -2.7293 1.0192
H -5.8227 1.1107 -2.4288
H 5.6618 0.1838 -2.2944
H -3.1578 3.9584 -0.4513
H -5.7551 -3.5000 0.2031
H -4.2174 -2.5321 1.8265
H 6.0458 -1.8081 -0.8555
H 5.5555 -1.6470 1.5668
H 6.7894 -0.3631 -0.1630
H 2.1691 -1.8156 -0.9618
H 3.0530 -1.7381 1.4290
H 3.1988 -0.0906 -2.4944
H -3.9997 -1.0014 2.6792
H -6.8523 -1.0945 -2.0207
H 4.1589 1.9913 -1.4644
H 4.2286 2.3420 1.0497
H -3.7728 0.8072 1.3036
H -7.1728 -3.0012 -0.7254
H -3.7494 3.0668 0.9666
H 5.7774 0.7539 1.7919
H 2.2121 1.1398 1.5734
H 2.1656 2.0854 0.0936
H 3.9023 -2.7352 0.2504
H -1.8625 0.6903 -1.5019
*
```

Computed properties:
electronic energy	-33427.8909	eV
energy above the lowest of the compared OMol25 structures with the same formula, charge and spin	170.6	kJ/mol
HOMO level	-8.323	eV
structure (SMILES)	Cc1ccc(OCc2cc(C(=O)N3C[C@@H]4C[C@H]5C[C@@H](C4)C[C@@H]3C5)no2)cc1C

- Which formula does entry 1 have?
  C23H28N2O3

- Which of these has the lowest HOMO level?
  C23H28N4O6S2

- Look up the electronic energy of the second one.
  -64219.9542 eV